The following is a DFT calculation (ωB97M-V/def2-TZVPD) of a 7-piece molecular cluster, C79H176N4O3P3 overall.

Last column: Löwdin charge in e.
Cartesian coordinates (Å):
P  -2.992  3.418  0.954  1.04
P  0.189  4.672  -5.897  1.07
P  -3.561  -5.648  1.864  1.05
O  -1.403  -2.297  0.046  -0.05
O  0.428  -1.263  0.324  -0.07
O  -1.259  -0.177  -0.237  -0.02
N  1.530  0.352  5.131  -0.19
N  -0.758  -1.234  0.060  -0.66
N  1.595  -4.985  -1.091  -0.15
N  5.722  0.012  -1.559  -0.22
C  1.082  0.099  -3.164  -0.09
C  5.118  1.193  3.714  -0.07
C  1.104  3.154  -0.192  -0.27
C  -4.409  2.790  0.039  -0.28
C  4.530  0.506  -0.643  -0.06
C  -4.089  2.464  3.403  -0.20
C  5.057  -0.501  -2.847  0.03
C  -4.908  8.058  1.524  -0.10
C  2.429  4.879  -7.684  -0.25
C  1.265  5.616  -4.735  -0.26
C  0.215  1.034  4.688  -0.10
C  0.431  -5.214  -3.319  -0.10
C  1.177  4.049  -7.337  -0.24
C  -1.771  -5.877  4.184  -0.19
C  2.901  -5.741  -1.449  -0.09
C  3.043  4.464  -9.026  -0.24
C  4.115  0.443  4.578  -0.20
C  -2.027  -5.272  2.744  -0.24
C  -5.506  6.698  1.449  -0.29
C  0.526  2.204  -4.434  -0.23
C  -0.110  3.710  0.555  -0.20
C  -6.666  -1.869  2.693  -0.08
C  2.417  3.741  0.297  -0.09
C  1.381  -4.866  0.476  -0.05
C  -2.815  -5.440  5.160  -0.28
C  -3.309  -5.488  0.021  -0.24
C  3.720  -3.341  3.337  -0.11
C  6.244  -1.217  -0.813  -0.12
C  2.197  8.069  -3.034  -0.07
C  1.809  0.459  6.622  -0.10
C  1.939  2.158  8.746  -0.22
C  -6.155  -0.532  -0.908  -0.10
C  -3.440  5.257  1.099  -0.22
C  -4.669  -3.026  1.651  -0.26
C  3.898  3.166  -9.150  -0.08
C  -5.962  0.948  -0.798  -0.25
C  -2.922  -3.981  5.600  -0.09
C  -0.444  7.329  -6.765  -0.29
C  -4.697  5.527  2.030  -0.22
C  8.761  1.883  -3.136  -0.28
C  1.540  -3.647  -1.795  -0.13
C  -4.362  -7.250  2.137  -0.27
C  -4.316  -9.827  2.100  -0.24
C  -3.978  -3.541  -2.453  -0.09
C  -3.581  -8.528  1.774  -0.23
C  1.502  6.800  -2.470  -0.26
C  -4.090  1.321  4.445  -0.27
C  -5.181  -1.864  2.464  -0.30
C  -0.533  3.242  -4.952  -0.23
C  1.104  -1.047  4.817  -0.11
C  -4.662  1.301  -0.033  -0.23
C  0.593  6.157  -3.468  -0.26
C  6.755  1.132  -1.759  -0.07
C  4.401  -7.826  -1.091  -0.08
C  1.978  1.902  7.174  -0.14
C  -1.055  5.944  -6.502  -0.24
C  -0.286  0.325  3.474  -0.17
C  -4.784  -10.015  3.537  -0.10
C  -4.004  -5.085  -2.367  -0.25
C  0.392  -5.688  -1.815  -0.05
C  -4.462  -5.600  -1.041  -0.22
C  5.278  -1.600  0.229  -0.15
C  3.098  -7.105  -0.739  -0.22
C  -1.511  3.437  -0.087  -0.25
C  -0.048  0.973  -3.730  -0.24
C  -2.874  2.397  2.429  -0.27
C  -5.166  1.251  5.513  -0.08
C  -2.450  8.653  -7.249  -0.08
C  -4.911  -4.407  2.221  -0.23
C  1.201  -3.890  -3.256  -0.15
C  2.609  -4.175  1.232  -0.15
C  -1.127  8.147  -7.795  -0.25
C  2.670  0.895  4.210  -0.07
C  2.353  3.563  9.256  -0.10
C  3.964  -0.759  0.075  -0.12
C  10.051  1.405  -3.775  -0.08
C  0.404  -1.035  3.453  -0.14
C  8.091  0.698  -2.489  -0.18
C  2.519  -4.100  2.794  -0.22
H  0.116  4.749  0.796  0.12
H  0.581  7.172  -7.101  0.09
H  -5.549  8.854  1.143  0.09
H  -5.339  -10.944  3.664  0.09
H  2.672  3.348  1.281  0.07
H  -6.852  1.375  -0.337  0.12
H  -0.719  1.288  -2.931  0.09
H  -4.878  -0.930  1.991  0.08
H  -4.073  0.351  3.948  0.07
H  0.812  -2.971  -1.346  0.10
H  3.790  -3.538  4.407  0.09
H  1.047  -0.111  7.154  0.14
H  5.178  -2.679  0.114  0.11
H  -0.419  0.847  5.555  0.14
H  -3.044  9.238  -7.951  0.09
H  3.549  -4.674  0.996  0.10
H  9.748  0.638  -4.489  0.08
H  -3.799  -3.735  6.199  0.09
H  -0.561  -5.490  -1.324  0.11
H  -5.254  4.606  2.202  0.07
H  1.257  -5.873  0.875  0.12
H  0.460  -4.302  0.628  0.10
H  5.249  -7.142  -1.119  0.08
H  7.263  -1.090  -0.448  0.14
H  3.836  -2.261  3.248  0.04
H  2.177  4.403  -9.684  0.11
H  -5.399  -5.130  -0.743  0.11
H  -1.284  -5.608  2.020  0.07
H  -2.705  1.385  2.060  0.08
H  -1.189  7.520  -8.685  0.12
H  0.364  2.102  4.531  0.13
H  -1.511  5.564  -7.416  0.10
H  -4.898  -3.004  -2.221  0.06
H  1.065  1.790  -5.286  0.10
H  0.559  -6.765  -1.841  0.12
H  -2.567  -5.885  6.124  0.12
H  -0.070  0.881  2.561  0.11
H  -5.240  -1.033  -1.225  0.06
H  0.507  3.811  -8.162  0.11
H  -1.937  2.552  2.964  0.08
H  4.621  -3.777  2.906  0.09
H  0.939  1.996  9.147  0.10
H  3.046  -7.134  0.349  0.11
H  -6.959  -2.543  3.498  0.09
H  -3.950  -10.114  4.232  0.08
H  1.308  2.561  6.621  0.11
H  -1.273  2.800  -5.620  0.10
H  5.679  -1.348  1.211  0.12
H  -3.120  1.186  4.925  0.09
H  -4.603  -7.125  3.192  0.08
H  1.273  2.639  -3.769  0.09
H  3.657  5.302  -9.357  0.11
H  1.561  3.145  -6.864  0.07
H  2.793  1.951  4.449  0.13
H  -6.874  -0.755  -1.696  0.09
H  1.101  -1.086  2.617  0.09
H  -0.402  8.944  -7.963  0.13
H  2.654  -3.168  0.818  0.08
H  4.579  3.292  -9.991  0.08
H  3.194  3.948  8.679  0.08
H  2.784  8.657  -2.328  0.08
H  3.096  3.282  -0.422  0.05
H  10.591  2.115  -4.402  0.09
H  3.005  -5.879  -2.525  0.14
H  -4.755  -1.957  3.463  0.09
H  2.630  -5.109  3.191  0.12
H  -3.641  -10.639  1.828  0.12
H  -0.799  -5.467  4.459  0.11
H  3.595  -0.676  1.098  0.10
H  2.345  0.710  3.186  0.13
H  -2.961  -5.361  -2.526  0.09
H  4.516  0.313  -3.331  0.10
H  1.427  -0.667  -3.860  0.07
H  -4.526  -5.529  -3.214  0.12
H  2.031  -1.618  4.857  0.12
H  8.940  2.726  -2.468  0.12
H  1.476  4.208  9.205  0.07
H  -2.819  -3.376  4.699  0.04
H  -3.150  -3.135  -1.873  0.05
H  -2.721  -8.469  2.440  0.10
H  6.815  1.539  -0.749  0.13
H  -3.311  -8.450  0.721  0.11
H  1.088  -5.880  -3.879  0.12
H  -2.501  -6.202  -0.138  0.07
H  -1.706  4.255  -0.781  0.09
H  -1.651  2.541  -0.691  0.08
H  -5.782  -4.861  1.748  0.10
H  -1.350  0.118  3.584  0.11
H  -0.076  3.194  1.515  0.08
H  -0.587  -5.225  -3.707  0.12
H  2.508  -3.146  -1.767  0.11
H  -1.719  -6.966  4.178  0.11
H  2.659  1.574  9.319  0.11
H  -6.547  -0.881  0.048  0.06
H  4.519  3.139  -8.254  0.06
H  -1.989  -3.718  6.097  0.07
H  0.438  -1.403  5.603  0.14
H  -5.966  1.403  -1.789  0.11
H  2.041  4.917  -4.426  0.09
H  -0.749  0.352  -4.288  0.12
H  -5.047  -2.854  0.643  0.11
H  4.100  -0.618  4.327  0.08
H  -0.002  5.379  -2.989  0.08
H  0.598  -3.064  -3.635  0.11
H  -4.881  -6.602  -1.128  0.11
H  -0.301  -1.865  3.417  0.12
H  2.212  6.082  -2.061  0.09
H  -4.026  8.038  0.884  0.07
H  -4.227  3.223  -0.945  0.11
H  8.009  2.344  -3.776  0.11
H  -3.821  -5.728  4.855  0.09
H  -7.002  -0.839  2.811  0.09
H  5.194  0.755  2.719  0.04
H  2.755  -0.064  6.763  0.13
H  -4.767  1.859  6.325  0.08
H  4.544  -8.661  -0.405  0.09
H  -3.995  3.385  3.978  0.12
H  2.322  -7.784  -1.093  0.11
H  0.662  -0.498  -2.355  0.05
H  3.127  4.696  -6.866  0.11
H  1.422  8.706  -3.461  0.08
H  -0.209  6.832  -3.768  0.11
H  -3.120  7.832  -6.992  0.07
H  6.157  1.805  -2.374  0.13
H  1.750  6.345  -5.384  0.08
H  2.122  -3.904  -3.838  0.12
H  3.750  -5.099  -1.215  0.12
H  -0.509  7.824  -5.796  0.11
H  1.104  2.064  -0.222  0.10
H  4.367  -1.323  -2.657  0.10
H  8.755  0.441  -1.664  0.12
H  3.829  1.052  -1.274  0.11
H  -5.140  -4.355  3.286  0.10
H  -5.024  0.306  6.036  0.08
H  -5.221  -9.910  1.499  0.11
H  1.075  3.494  -1.227  0.09
H  6.368  -2.034  -1.524  0.13
H  -2.018  -4.184  2.684  0.07
H  2.584  3.564  10.321  0.08
H  3.267  2.279  -9.207  0.07
H  -2.277  9.309  -6.397  0.09
H  -4.356  5.735  3.044  0.11
H  6.168  1.143  4.003  0.10
H  -2.627  5.862  1.500  0.09
H  -4.688  8.262  2.572  0.09
H  3.000  2.173  6.909  0.10
H  5.783  -0.733  -3.625  0.11
H  -3.791  0.865  -0.522  0.10
H  -6.999  -2.375  1.787  0.08
H  -1.919  6.034  -5.844  0.09
H  5.001  1.158  0.092  0.12
H  -5.300  -7.237  1.582  0.11
H  -2.881  -4.489  -0.063  0.06
H  -5.299  3.286  0.425  0.10
H  -5.743  6.459  0.412  0.11
H  7.984  -0.180  -3.127  0.12
H  -4.767  0.864  0.960  0.09
H  -6.177  1.568  5.256  0.09
H  -5.411  -9.244  3.985  0.07
H  -5.022  2.410  2.841  0.11
H  3.199  -1.172  -0.583  0.08
H  2.959  7.799  -3.765  0.07
H  10.738  1.019  -3.022  0.09
H  -1.074  3.747  -4.152  0.08
H  1.918  0.710  -2.824  0.05
H  4.731  2.171  3.429  0.08
H  -3.607  5.623  0.086  0.09
H  1.565  -3.753  3.190  0.09
H  2.218  5.947  -7.641  0.09
H  0.888  7.116  -1.626  0.11
H  -3.613  -3.334  -3.459  0.07
H  2.524  4.824  0.241  0.08
H  -6.498  6.716  1.900  0.12
H  4.432  -8.241  -2.098  0.09
H  4.316  0.586  5.639  0.11
H  -3.584  -2.939  1.605  0.08

The charge is +5. For the max |F|, the calculation gives 0.0637 hartree/bohr. The molar mass comes out at 1323.22 g/mol. The value obtained for the highest occupied orbital energy is -17.81 eV. As for the HOMO-LUMO gap: 9.3 eV.